a) {"formula": "CH4N3", "method": "the ωB97M-V functional and the def2-TZVPD basis", "charge": 1, "gap_ev": [7.795, 7.856], "multiplicity": 3, "lumo_energy_ha": [-0.13470, -0.33327], "mol_weight_g_mol": 58.1, "homo_ev": [-11.5, -16.9], "elements": ["N", "N", "N", "C", "H", "H", "H", "H"], "positions_angstrom": [[-1.164, -0.752, -0.071], [-1.434, 0.641, 0.145], [1.172, 0.209, 0.283], [-0.079, -0.088, 0.129], [2.059, -0.445, 0.264], [1.540, 1.182, 0.097], [-1.679, 1.046, -0.752], [-1.410, -1.602, 0.443]], "lowdin_spin": [0.61, 0.48, 0.31, 0.48, 0.00, 0.02, 0.05, 0.05]}

---

b) {"formula": "CH4N3", "method": "the ωB97M-V functional and the def2-TZVPD basis", "charge": 1, "gap_ev": [7.582, 6.559], "multiplicity": 3, "lumo_energy_ha": [-0.21773, -0.37249], "mol_weight_g_mol": 58.1, "homo_ev": [-13.5, -16.7], "elements": ["N", "N", "N", "C", "H", "H", "H", "H"], "positions_angstrom": [[-1.816, -0.164, -0.262], [1.130, -0.799, 0.017], [1.253, 0.802, -0.128], [0.129, -0.006, -0.077], [1.550, -1.178, -0.799], [1.649, 1.388, 0.557], [-1.805, 0.777, 0.205], [-2.091, -0.820, 0.489]], "lowdin_spin": [-0.04, 0.53, 0.69, 0.72, 0.06, 0.04, 0.00, 0.00]}

---

c) {"formula": "CH4N3", "method": "the ωB97M-V functional and the def2-TZVPD basis", "charge": 1, "gap_ev": [7.123, 8.027], "multiplicity": 3, "lumo_energy_ha": [-0.19046, -0.32546], "mol_weight_g_mol": 58.1, "homo_ev": [-12.3, -16.9], "elements": ["N", "N", "N", "C", "H", "H", "H", "H"], "positions_angstrom": [[-0.508, -0.526, -0.027], [2.092, -0.667, 0.378], [0.984, 0.154, 0.524], [1.934, 0.242, -0.488], [-0.504, -1.059, -0.971], [-0.757, -0.977, 0.896], [-1.044, 0.267, -0.217], [2.029, 0.772, -1.475]], "lowdin_spin": [0.34, 0.75, 0.28, 0.58, 0.01, 0.00, 0.01, 0.02]}

---

Result of the stability comparison: b) is the least stable of them.

---

a) {"formula": "C31H44BrN3NiP2", "method": "the ωB97M-V functional and the def2-TZVPD basis", "charge": 2, "gap_ev": [6.894, 6.006], "multiplicity": 3, "lumo_energy_ha": [-0.25155, -0.31873], "mol_weight_g_mol": 659.3, "homo_ev": [-13.7, -14.7], "elements": ["Br", "Ni", "P", "P", "N", "N", "N", "C", "C", "C", "C", "C", "C", "C", "C", "C", "C", "C", "C", "C", "C", "C", "C", "C", "C", "C", "C", "C", "C", "C", "C", "C", "C", "C", "C", "C", "C", "C", "H", "H", "H", "H", "H", "H", "H", "H", "H", "H", "H", "H", "H", "H", "H", "H", "H", "H", "H", "H", "H", "H", "H", "H", "H", "H", "H", "H", "H", "H", "H", "H", "H", "H", "H", "H", "H", "H", "H", "H", "H", "H", "H", "H"], "positions_angstrom": [[3.503, 0.384, -2.929], [2.243, 0.105, -1.059], [1.185, 0.826, 0.726], [1.158, 2.736, -2.793], [-1.202, -0.417, -0.928], [-4.029, 3.356, -1.765], [-2.438, -3.374, 5.519], [3.473, 3.863, -4.238], [-3.108, 1.016, -1.051], [0.733, 1.783, -4.336], [-0.224, 3.407, 0.535], [2.806, 3.618, -2.896], [1.435, -3.896, 0.651], [1.994, -1.589, -0.588], [-1.835, 0.605, -1.501], [0.083, 5.130, -3.962], [0.914, -2.319, -1.111], [0.818, -4.607, 1.731], [3.059, -2.201, 0.096], [1.020, -0.423, 2.103], [0.615, -3.496, -0.441], [-1.125, -3.592, 5.516], [-3.633, 2.294, -1.465], [-3.147, -3.541, 4.404], [-3.800, 0.190, -0.149], [1.071, 2.409, -5.672], [2.760, -3.388, 0.750], [-1.813, -1.135, 0.022], [2.635, 1.819, 1.272], [-0.140, 2.052, 1.224], [-2.578, -3.982, 3.213], [-0.548, -4.568, 1.924], [-3.151, -0.915, 0.404], [-0.216, -0.354, 2.991], [3.985, 1.133, 1.148], [-0.443, -4.006, 4.365], [-1.180, -4.232, 3.175], [-0.034, 4.149, -2.813], [0.714, 3.444, -5.737], [-1.112, 1.538, 1.149], [0.027, 2.233, 2.301], [4.557, 3.717, -4.150], [1.475, -5.083, 2.457], [0.637, -4.136, 4.400], [0.625, 1.809, -6.469], [4.277, 0.995, 0.096], [-0.605, 4.873, -4.778], [-3.625, -1.609, 1.105], [2.608, 2.724, 0.654], [-0.276, 0.605, 3.517], [0.755, 3.808, 0.269], [-0.837, 3.363, -0.367], [1.240, 0.811, -4.226], [-0.351, 1.594, -4.266], [-0.178, -1.161, 3.732], [-1.034, 3.694, -2.787], [-4.837, 0.415, 0.097], [-1.317, 1.137, -2.318], [3.165, 3.161, -5.006], [0.367, -1.957, -1.980], [-0.579, -3.465, 6.458], [-0.221, 6.115, -3.584], [3.505, -3.882, 1.384], [-1.236, -1.949, 0.478], [4.002, 0.160, 1.652], [2.451, 2.118, 2.310], [-0.286, -4.054, -0.687], [-4.219, -3.358, 4.457], [1.944, -0.325, 2.694], [3.484, 2.968, -2.324], [1.078, -1.400, 1.606], [-3.184, -4.104, 2.315], [-0.704, 4.126, 1.210], [4.751, 1.761, 1.617], [2.716, 4.556, -2.345], [1.103, 5.241, -4.362], [-1.239, -4.783, 1.100], [4.049, -1.728, 0.118], [-1.135, -0.501, 2.407], [3.290, 4.876, -4.623], [0.145, 4.667, -1.863], [2.146, 2.364, -5.852]], "lowdin_spin": [0.06, 0.17, 0.00, 0.50, 0.00, 0.00, 0.08, 0.02, 0.00, 0.05, 0.01, 0.05, 0.09, 0.14, 0.00, 0.03, 0.01, 0.06, 0.03, 0.00, 0.06, -0.01, 0.00, -0.01, 0.00, 0.02, 0.06, 0.00, 0.00, -0.01, 0.07, 0.27, 0.00, 0.00, 0.00, 0.08, 0.02, 0.07, 0.00, 0.00, 0.00, 0.00, 0.00, 0.00, 0.01, 0.00, 0.00, 0.00, 0.00, 0.00, 0.00, 0.00, 0.00, 0.00, 0.00, 0.00, 0.00, 0.00, 0.00, 0.00, 0.00, 0.01, 0.00, 0.00, 0.00, 0.00, 0.00, 0.00, 0.00, 0.00, 0.00, 0.00, 0.00, 0.00, 0.00, 0.00, 0.01, 0.00, 0.00, 0.00, 0.00, 0.00]}

---

b) {"formula": "C31H44BrN3NiP2", "method": "the ωB97M-V functional and the def2-TZVPD basis", "charge": 2, "gap_ev": [6.919, 6.157], "multiplicity": 3, "lumo_energy_ha": [-0.24618, -0.29783], "mol_weight_g_mol": 659.3, "homo_ev": [-13.6, -14.3], "elements": ["Br", "Ni", "P", "P", "N", "N", "N", "C", "C", "C", "C", "C", "C", "C", "C", "C", "C", "C", "C", "C", "C", "C", "C", "C", "C", "C", "C", "C", "C", "C", "C", "C", "C", "C", "C", "C", "C", "C", "H", "H", "H", "H", "H", "H", "H", "H", "H", "H", "H", "H", "H", "H", "H", "H", "H", "H", "H", "H", "H", "H", "H", "H", "H", "H", "H", "H", "H", "H", "H", "H", "H", "H", "H", "H", "H", "H", "H", "H", "H", "H", "H", "H"], "positions_angstrom": [[1.239, 0.589, -3.561], [-0.660, 0.866, -2.409], [4.184, -0.195, -1.734], [-0.807, -0.839, -1.064], [-0.063, 1.410, 2.037], [4.299, -0.449, 2.690], [-5.882, -1.857, 4.549], [5.110, 0.578, -4.411], [0.328, -1.642, 0.142], [-1.853, 2.115, -0.356], [1.256, 1.206, 2.101], [6.957, -0.784, -1.203], [5.548, -0.804, -0.637], [4.107, 1.625, -1.415], [-0.358, 0.045, 4.011], [-5.251, 0.492, 3.161], [-4.222, 2.208, 0.084], [-3.441, 1.867, -2.200], [1.813, 0.293, 3.016], [-2.619, -1.993, 0.937], [-5.196, 1.868, 1.096], [-4.864, 1.668, 2.423], [-4.732, 0.222, 4.451], [-0.813, -1.998, -2.502], [-5.076, -0.959, 5.111], [3.188, -0.104, 2.855], [5.213, 2.580, -1.881], [-2.463, -1.125, -0.308], [-6.093, -0.489, 2.582], [-1.579, -1.483, -3.730], [-2.889, 2.429, 0.507], [-0.832, 0.907, 3.012], [-6.384, -1.635, 3.333], [-2.171, 1.664, -1.653], [0.994, -0.270, 4.004], [1.757, -1.996, -0.274], [4.596, -0.531, -3.509], [-4.490, 2.135, -1.312], [-1.888, 1.214, 3.015], [0.341, -0.990, 1.029], [7.450, 0.183, -1.078], [-2.851, -0.118, -0.094], [2.007, -3.002, 0.096], [4.889, 3.155, -2.756], [1.418, -0.939, 4.744], [-2.673, 2.734, 1.522], [-7.051, -2.402, 2.931], [-4.684, -1.169, 6.113], [-3.694, -2.174, 1.069], [0.248, -2.125, -2.759], [-2.134, -2.971, 0.855], [5.498, -0.250, 0.313], [7.532, -1.508, -0.619], [5.131, 0.188, -5.429], [6.172, 2.104, -2.129], [5.237, -1.843, -0.420], [-1.063, -0.344, 4.745], [-4.231, 2.384, 2.956], [2.484, -1.303, 0.165], [4.447, 1.445, -4.425], [-2.240, -1.491, 1.838], [-0.201, -2.562, 0.431], [-4.078, 0.932, 4.944], [-2.278, -0.663, -3.519], [-3.093, -1.523, -1.117], [5.395, 3.320, -1.092], [-0.876, -1.127, -4.484], [-6.226, 1.665, 0.778], [1.912, -1.978, -1.358], [3.990, 1.727, -0.321], [5.278, -1.392, -3.495], [-6.534, -0.374, 1.595], [-2.140, -2.305, -4.181], [3.143, 1.914, -1.874], [-5.528, 2.227, -1.631], [1.899, 1.764, 1.409], [7.009, -1.067, -2.255], [6.124, 0.896, -4.156], [3.624, -0.858, -3.919], [-0.820, 2.182, -0.007], [-1.190, -2.951, -2.102], [-3.604, 1.779, -3.270]], "lowdin_spin": [0.02, 0.03, 0.58, 0.00, 0.00, 0.00, 0.08, 0.02, 0.00, 0.01, 0.00, 0.03, 0.08, 0.06, 0.00, 0.02, 0.08, 0.02, 0.00, 0.00, 0.07, 0.28, 0.08, 0.00, -0.01, 0.00, 0.03, 0.00, 0.08, 0.00, 0.06, 0.00, -0.01, 0.14, 0.00, 0.03, 0.07, 0.06, 0.00, 0.00, 0.00, 0.00, 0.00, 0.00, 0.00, 0.00, 0.00, 0.00, 0.00, 0.00, 0.00, 0.00, 0.01, 0.00, 0.00, 0.01, 0.00, 0.01, 0.02, 0.00, 0.00, 0.00, 0.00, 0.00, 0.00, 0.00, 0.00, 0.00, 0.01, 0.00, 0.00, 0.00, 0.00, 0.00, 0.00, 0.00, 0.00, 0.00, 0.01, 0.00, 0.00, 0.00]}

---

c) {"formula": "C31H44BrN3NiP2", "method": "the ωB97M-V functional and the def2-TZVPD basis", "charge": 2, "gap_ev": [5.370, 3.446], "multiplicity": 3, "lumo_energy_ha": [-0.25510, -0.32722], "mol_weight_g_mol": 659.3, "homo_ev": [-12.3, -12.4], "elements": ["Br", "Ni", "P", "P", "N", "N", "N", "C", "C", "C", "C", "C", "C", "C", "C", "C", "C", "C", "C", "C", "C", "C", "C", "C", "C", "C", "C", "C", "C", "C", "C", "C", "C", "C", "C", "C", "C", "C", "H", "H", "H", "H", "H", "H", "H", "H", "H", "H", "H", "H", "H", "H", "H", "H", "H", "H", "H", "H", "H", "H", "H", "H", "H", "H", "H", "H", "H", "H", "H", "H", "H", "H", "H", "H", "H", "H", "H", "H", "H", "H", "H", "H"], "positions_angstrom": [[2.066, 1.002, 0.300], [0.253, -0.199, 1.053], [-0.599, -2.015, 0.315], [5.612, -0.862, 0.273], [-0.298, 0.456, 8.470], [-0.071, -0.108, 3.086], [-6.961, 5.362, -5.253], [0.481, 1.141, 5.066], [0.546, -2.458, -1.073], [5.325, 0.918, 0.549], [4.874, -1.243, -1.358], [-1.356, 1.456, -2.489], [-2.276, -2.000, -0.426], [-0.254, 0.361, 7.303], [-3.505, 2.561, -2.751], [-2.520, 1.986, -1.889], [-0.214, 0.226, 5.866], [-5.945, 5.417, -3.075], [6.489, 1.752, 0.017], [-0.890, -0.820, 5.232], [-1.510, -4.531, 1.430], [-4.340, 3.571, -2.386], [-0.514, 1.033, -0.309], [-2.671, 2.050, -0.485], [5.453, -1.960, 2.741], [-3.467, -1.696, 0.491], [-5.268, 4.196, -3.321], [-6.775, 5.956, -4.072], [-1.622, 1.603, 0.319], [0.540, 0.945, 3.689], [4.570, -1.689, 1.512], [-0.019, -2.423, -2.489], [-0.296, 1.040, -1.680], [-5.522, 3.575, -4.564], [-6.352, 4.205, -5.502], [5.689, -2.386, -1.981], [-0.843, -0.924, 3.844], [-0.464, -3.426, 1.475], [-3.881, -2.609, 0.938], [-1.165, -5.361, 2.058], [6.370, 2.794, 0.333], [-1.278, 1.463, -3.585], [0.673, 0.732, -2.082], [0.913, -3.467, -0.837], [-4.291, 4.033, -1.397], [-3.482, 2.228, -3.794], [-5.103, 2.603, -4.807], [-2.409, -2.987, -0.905], [5.621, -1.042, 3.316], [0.782, -2.638, -3.206], [1.394, -1.761, -0.980], [-7.296, 6.904, -3.917], [4.177, -2.618, 1.067], [4.918, -0.333, -1.975], [-0.417, -2.980, 2.474], [7.442, 1.370, 0.402], [-5.837, 5.963, -2.141], [4.397, 1.189, 0.018], [-3.584, 2.475, -0.060], [-4.271, -1.247, -0.110], [-1.659, -4.927, 0.421], [-2.241, -1.243, -1.227], [0.533, -3.841, 1.289], [0.969, 2.016, 5.489], [5.444, -2.517, -3.039], [-1.653, 1.647, 1.410], [3.732, -1.013, 1.735], [-0.434, -1.447, -2.763], [-6.498, 3.756, -6.485], [6.513, 1.736, -1.080], [-1.478, -1.538, 5.802], [3.817, -1.509, -1.214], [4.986, -2.690, 3.409], [6.435, -2.354, 2.440], [5.493, -3.339, -1.477], [-3.240, -0.987, 1.298], [-1.454, -1.669, 3.324], [1.071, 1.624, 3.015], [-0.796, -3.182, -2.638], [5.158, 1.077, 1.626], [6.762, -2.172, -1.901], [-2.480, -4.212, 1.826]], "lowdin_spin": [-0.04, 1.19, 0.05, 0.60, 0.00, 0.04, 0.00, 0.00, 0.01, 0.09, 0.09, -0.01, 0.01, 0.00, 0.00, 0.00, 0.00, 0.00, 0.01, 0.00, 0.00, 0.00, -0.21, -0.02, 0.02, 0.00, 0.00, 0.00, -0.03, 0.01, 0.09, 0.00, -0.02, 0.00, 0.00, 0.02, 0.00, 0.01, 0.00, 0.00, 0.00, 0.00, 0.00, 0.00, 0.00, 0.00, 0.00, 0.00, 0.00, 0.00, 0.00, 0.00, 0.00, 0.00, 0.00, 0.00, 0.00, 0.02, 0.00, 0.00, 0.00, 0.00, 0.00, 0.00, 0.00, 0.00, 0.02, 0.00, 0.00, 0.00, 0.00, 0.01, 0.00, 0.01, 0.00, 0.00, 0.00, 0.00, 0.00, 0.00, 0.01, 0.00]}

---

Result of the stability comparison: a) is the least stable of them.

---

a) {"formula": "C4H10NOP", "method": "the ωB97M-V functional and the def2-TZVPD basis", "smiles": "C/C=C/O.C=NP", "gap_ev": 9.350, "lumo_energy_ha": 0.03259, "mol_weight_g_mol": 119.1, "homo_ev": -8.5, "elements": ["P", "O", "N", "C", "C", "C", "C", "H", "H", "H", "H", "H", "H", "H", "H", "H", "H"], "positions_angstrom": [[2.157, 1.252, -1.401], [-1.894, 0.816, 2.025], [0.463, 0.959, -1.267], [-0.274, 1.034, -2.308], [-0.811, 0.185, 1.572], [0.375, -1.755, 0.587], [-0.765, -1.056, 1.222], [0.109, 0.798, 1.551], [2.290, 0.475, -0.104], [0.297, -2.890, 0.560], [-1.770, -1.588, 1.195], [-2.605, 0.278, 1.734], [1.224, -1.568, 1.092], [0.066, 1.485, -3.251], [-1.349, 0.704, -2.244], [0.478, -1.459, -0.386], [2.008, 2.330, -0.577]], "nbo_charge": [0.48, -0.67, -0.70, -0.03, 0.16, -0.62, -0.31, 0.17, -0.02, 0.21, 0.17, 0.47, 0.21, 0.14, 0.17, 0.21, -0.04]}

---

b) {"formula": "C4H10NOP", "method": "the ωB97M-V functional and the def2-TZVPD basis", "gap_ev": 9.745, "lumo_energy_ha": 0.00689, "mol_weight_g_mol": 119.1, "homo_ev": -9.6, "elements": ["P", "O", "N", "C", "C", "C", "C", "H", "H", "H", "H", "H", "H", "H", "H", "H", "H"], "positions_angstrom": [[2.051, -0.090, -1.610], [3.302, 0.627, -1.455], [1.243, 0.094, -0.182], [-0.681, -1.109, -0.922], [-0.358, -0.562, 1.597], [-0.132, -0.117, 0.068], [-0.820, 1.214, -0.047], [-0.829, -0.754, -1.920], [1.782, 1.244, 0.554], [-1.653, -1.484, -0.733], [-1.120, -1.257, 1.734], [-1.776, 1.395, 0.311], [-0.085, -2.052, -0.999], [-0.213, 1.883, 0.568], [-0.534, 0.272, 2.192], [0.587, -0.969, 1.847], [-0.762, 1.664, -1.003]], "nbo_charge": [1.46, -1.05, -0.97, -0.63, -0.60, 0.08, -0.60, 0.22, 0.40, 0.23, 0.21, 0.22, 0.22, 0.20, 0.20, 0.22, 0.21]}

---

Result of the stability comparison: a) is the least stable of them.